[1]
{"formula": "C4H7NO", "method": "ωB97M-V/def2-TZVPD", "species": ["C", "O", "C", "C", "N", "C", "H", "H", "H", "H", "H", "H", "H"], "xyz": [[1.10, 0.09, 0.82], [1.21, -0.88, -0.21], [0.15, -0.73, -1.13], [-0.90, -0.33, -0.04], [-1.54, 0.95, 0.09], [-0.07, 1.07, 0.29], [2.04, 0.54, 0.78], [0.83, -0.30, 1.84], [0.01, 0.23, -1.91], [-0.06, -1.73, -1.61], [-1.09, -1.17, 0.72], [-2.04, 0.98, 1.05], [0.37, 1.26, -0.69]], "homo_energy_ev": -8.6, "orbital_gap_ev": 9.59, "spin_multiplicity": 1, "lumo_energy_ev": 0.995}


[2]
{"formula": "C3H3F", "method": "ωB97M-V/def2-TZVPD", "species": ["C", "C", "C", "F", "H", "H", "H"], "xyz": [[-1.64, -0.36, 0.01], [-0.30, -0.41, -0.01], [0.88, 0.51, 0.01], [2.11, -0.16, -0.06], [-2.25, 0.31, -0.53], [0.11, -1.34, 0.07], [1.10, 1.45, 0.52]], "homo_energy_ev": [-8.4, -9.3], "orbital_gap_ev": [7.65, 8.54], "spin_multiplicity": 1, "lumo_energy_ev": [-0.732, -0.803]}


[3]
{"formula": "C27H23AsBr4N2O3PReSe3", "method": "ωB97M-V/def2-TZVPD", "species": ["Re", "Se", "P", "Se", "C", "C", "C", "C", "C", "C", "C", "C", "C", "C", "C", "C", "H", "H", "H", "H", "H", "H", "H", "H", "H", "H", "Br", "C", "C", "Br", "C", "Br", "C", "O", "C", "O", "C", "Br", "C", "As", "C", "C", "O", "H", "H", "H", "H", "H", "H", "H", "H", "H", "Se", "N", "C", "C", "C", "C", "C", "C", "N", "H", "H", "H", "H"], "xyz": [[0.28, -0.67, 1.25], [-1.60, -2.11, 0.42], [-1.19, -3.48, 2.11], [0.70, -2.62, 2.82], [-2.50, -3.37, 3.34], [-3.70, -4.04, 3.11], [-4.75, -3.90, 4.00], [-4.60, -3.10, 5.12], [-3.41, -2.43, 5.35], [-2.35, -2.55, 4.46], [-1.08, -5.20, 1.61], [-0.78, -5.53, 0.29], [-0.61, -6.86, -0.06], [-0.72, -7.85, 0.90], [-1.00, -7.53, 2.22], [-1.19, -6.20, 2.58], [-3.81, -4.68, 2.24], [-5.68, -4.43, 3.83], [-5.42, -3.00, 5.82], [-3.29, -1.81, 6.23], [-1.42, -2.04, 4.63], [-0.70, -4.75, -0.45], [-0.39, -7.11, -1.09], [-0.58, -8.89, 0.62], [-1.09, -8.30, 2.96], [-1.41, -5.95, 3.61], [2.99, 4.56, -2.41], [2.74, 3.16, -1.19], [3.83, 2.62, -0.48], [5.56, 3.29, -0.76], [3.62, 1.59, 0.43], [5.02, 0.80, 1.41], [2.34, 1.09, 0.63], [2.05, 0.10, 1.50], [1.26, 1.60, -0.09], [0.07, 1.03, 0.12], [1.46, 2.65, -0.98], [-0.07, 3.31, -1.87], [-2.63, 1.89, 3.92], [-1.62, 1.75, 2.31], [-0.42, 3.23, 2.20], [-2.81, 1.60, 0.83], [-0.75, 0.28, 2.59], [-3.25, 2.79, 3.89], [-1.95, 1.95, 4.76], [-3.26, 1.01, 4.02], [-0.90, 4.09, 2.66], [-0.19, 3.44, 1.16], [0.49, 2.97, 2.74], [-3.55, 2.39, 0.90], [-3.29, 0.62, 0.90], [-2.23, 1.67, -0.08], [2.85, -2.58, -0.05], [1.39, -1.59, -0.38], [1.31, -1.38, -1.69], [0.30, -0.64, -2.38], [0.40, -0.53, -3.73], [1.47, -1.12, -4.48], [2.44, -1.83, -3.87], [2.38, -1.98, -2.44], [3.28, -2.66, -1.74], [-0.50, -0.17, -1.82], [-0.36, 0.04, -4.26], [1.49, -0.98, -5.55], [3.26, -2.29, -4.41]], "total_charge": 1, "homo_energy_ev": [-10.3, -10.4], "orbital_gap_ev": [6.27, 6.42], "spin_multiplicity": 2, "lumo_energy_ev": [-4.049, -3.946]}


[4]
{"formula": "C8H9F3NO2", "method": "ωB97M-V/def2-TZVPD", "species": ["C", "C", "C", "C", "C", "C", "C", "C", "N", "O", "O", "F", "F", "F", "H", "H", "H", "H", "H", "H", "H", "H", "H"], "xyz": [[2.52, -1.49, -0.72], [1.98, -0.47, -1.54], [2.23, -1.40, 0.63], [1.18, 0.46, -1.03], [1.41, -0.44, 1.07], [0.04, 1.44, 0.77], [-2.05, 0.59, -0.10], [-2.03, -0.63, 0.88], [0.93, 0.56, 0.31], [-2.98, 1.51, 0.14], [-1.50, 0.45, -1.31], [-2.15, -0.36, 2.19], [-3.05, -1.54, 0.58], [-0.95, -1.40, 0.68], [3.17, -2.20, -1.21], [2.26, -0.47, -2.59], [2.41, -2.34, 1.26], [0.82, 1.24, -1.72], [1.14, -0.17, 2.12], [0.03, 2.49, 0.38], [-0.16, 1.43, 1.86], [-3.23, 2.12, -0.52], [-2.02, 0.62, -2.14]], "total_charge": 1, "homo_energy_ev": [-12.0, -12.0], "orbital_gap_ev": [7.34, 7.34], "spin_multiplicity": 1, "lumo_energy_ev": [-4.662, -4.662]}


[5]
{"formula": "C4H5I", "method": "ωB97M-V/def2-TZVPD", "species": ["C", "C", "I", "C", "C", "H", "H", "H", "H", "H"], "xyz": [[-0.35, 1.28, -0.04], [0.44, 0.01, 0.07], [2.57, 0.23, -0.02], [-0.21, -1.47, -0.61], [-0.11, -1.23, 0.66], [-1.36, 1.06, -0.38], [0.11, 1.96, -0.75], [-0.41, 1.78, 0.93], [-0.40, -1.99, -1.51], [-0.27, -1.63, 1.64]], "homo_energy_ev": -8.7, "orbital_gap_ev": 9.40, "spin_multiplicity": 1, "lumo_energy_ev": 0.668}


[6]
{"formula": "C16H49N3O7", "method": "ωB97M-V/def2-TZVPD", "species": ["C", "O", "C", "C", "C", "N", "H", "H", "H", "H", "H", "H", "H", "H", "H", "H", "H", "C", "O", "C", "C", "C", "N", "H", "H", "H", "H", "H", "H", "H", "H", "H", "H", "H", "C", "O", "C", "C", "C", "N", "H", "H", "H", "H", "H", "H", "H", "H", "H", "H", "H", "C", "O", "H", "H", "H", "H", "C", "O", "H", "H", "H", "H", "C", "O", "H", "H", "H", "H", "C", "O", "H", "H", "H", "H"], "xyz": [[-1.26, 4.30, -3.47], [-1.20, 3.32, -2.48], [-2.37, 3.28, -1.66], [-2.12, 2.32, -0.52], [-3.48, 2.05, 0.12], [-1.18, 2.88, 0.49], [-0.58, 4.07, -4.30], [-0.91, 5.27, -3.09], [-2.28, 4.43, -3.87], [-2.53, 4.32, -1.32], [-3.24, 2.99, -2.27], [-1.74, 1.39, -0.94], [-3.38, 1.72, 1.16], [-4.03, 1.27, -0.40], [-4.06, 2.97, 0.24], [-0.36, 3.14, -0.06], [-1.61, 3.77, 0.72], [0.43, -2.51, 1.85], [1.51, -1.65, 2.10], [2.73, -2.33, 2.15], [3.88, -1.35, 2.06], [5.20, -2.12, 2.24], [3.73, -0.33, 3.12], [0.45, -3.46, 2.39], [0.30, -2.67, 0.77], [-0.52, -2.04, 2.16], [2.82, -2.97, 3.04], [2.85, -2.99, 1.27], [3.86, -0.88, 1.07], [5.21, -3.00, 1.57], [5.37, -2.44, 3.26], [6.03, -1.54, 1.83], [3.72, -0.83, 4.00], [4.55, 0.27, 3.21], [1.31, 0.73, -0.16], [1.77, 1.34, 1.02], [2.78, 2.30, 0.80], [2.69, 3.36, 1.88], [3.70, 4.48, 1.63], [2.85, 2.71, 3.19], [0.52, 0.06, 0.16], [2.11, 0.14, -0.63], [0.98, 1.46, -0.91], [3.74, 1.76, 0.86], [2.68, 2.81, -0.17], [1.69, 3.79, 1.76], [3.37, 5.19, 0.87], [4.70, 4.17, 1.32], [3.85, 5.03, 2.56], [3.20, 3.42, 3.85], [3.76, 2.25, 3.12], [-5.92, 0.68, -2.73], [-6.20, 1.42, -1.56], [-6.79, 0.66, -3.39], [-5.09, 1.12, -3.27], [-5.68, -0.36, -2.48], [-7.08, 1.17, -1.26], [-2.55, -6.16, -0.78], [-2.30, -7.40, -0.08], [-1.59, -5.81, -1.17], [-3.28, -6.34, -1.56], [-2.97, -5.39, -0.13], [-1.39, -7.37, 0.24], [0.48, -3.30, -2.40], [0.34, -3.65, -1.04], [1.43, -2.79, -2.59], [0.49, -4.19, -3.04], [-0.30, -2.63, -2.74], [1.17, -3.93, -0.65], [-2.67, -1.98, -1.34], [-1.87, -1.03, -0.67], [-2.55, -2.97, -0.88], [-3.73, -1.75, -1.36], [-2.35, -2.12, -2.38], [-1.11, -1.51, -0.33]], "homo_energy_ev": -8.8, "orbital_gap_ev": 9.17, "spin_multiplicity": 1, "lumo_energy_ev": 0.395}


[7]
{"formula": "C21H32N2O3S", "method": "ωB97M-V/def2-TZVPD", "species": ["C", "C", "C", "C", "N", "S", "O", "O", "C", "C", "C", "C", "C", "C", "C", "O", "N", "C", "C", "C", "C", "C", "C", "C", "C", "C", "C", "H", "H", "H", "H", "H", "H", "H", "H", "H", "H", "H", "H", "H", "H", "H", "H", "H", "H", "H", "H", "H", "H", "H", "H", "H", "H", "H", "H", "H", "H", "H", "H"], "xyz": [[5.21, 0.84, -1.95], [4.24, 0.48, -0.83], [4.67, -0.80, -0.13], [4.16, 1.64, 0.17], [3.17, 1.36, 1.19], [1.56, 1.42, 0.70], [0.81, 1.82, 1.86], [1.42, 2.20, -0.50], [1.19, -0.29, 0.36], [0.76, -0.68, -0.89], [0.40, -1.99, -1.10], [0.46, -2.92, -0.07], [-0.06, -4.31, -0.27], [-1.50, -4.40, 0.28], [-2.30, -3.24, -0.29], [-2.56, -3.16, -1.48], [-2.64, -2.30, 0.61], [-3.22, -1.02, 0.23], [-2.47, 0.13, 0.90], [-2.82, 1.45, 0.27], [-3.73, 2.26, 0.79], [-4.10, 3.59, 0.21], [-3.06, 4.06, -0.80], [-2.72, 2.92, -1.76], [-2.05, 1.79, -0.97], [0.91, -2.51, 1.18], [1.28, -1.19, 1.40], [4.88, 1.73, -2.48], [5.26, 0.02, -2.67], [6.20, 1.02, -1.56], [3.24, 0.34, -1.25], [5.69, -0.70, 0.26], [4.65, -1.64, -0.82], [4.01, -1.02, 0.71], [3.89, 2.56, -0.37], [5.12, 1.78, 0.66], [3.27, 1.93, 2.02], [0.70, 0.06, -1.67], [0.03, -2.30, -2.07], [-0.08, -4.55, -1.33], [0.57, -5.04, 0.24], [-1.49, -4.37, 1.37], [-1.95, -5.34, -0.04], [-2.38, -2.40, 1.57], [-3.15, -0.96, -0.86], [-4.28, -0.99, 0.51], [-1.39, -0.03, 0.81], [-2.72, 0.15, 1.97], [-4.26, 1.98, 1.69], [-4.20, 4.33, 1.01], [-5.08, 3.51, -0.28], [-3.44, 4.93, -1.36], [-2.15, 4.37, -0.28], [-2.05, 3.27, -2.55], [-3.64, 2.55, -2.22], [-1.96, 0.90, -1.60], [-1.04, 2.09, -0.69], [0.98, -3.23, 1.99], [1.61, -0.85, 2.37]], "homo_energy_ev": -8.7, "orbital_gap_ev": 9.17, "spin_multiplicity": 1, "lumo_energy_ev": 0.512}


[8]
{"formula": "C18H52N4O6", "method": "ωB97M-V/def2-TZVPD", "species": ["C", "O", "H", "H", "H", "H", "C", "O", "H", "H", "H", "H", "C", "C", "C", "O", "C", "N", "H", "H", "H", "H", "H", "H", "H", "H", "H", "H", "H", "C", "C", "C", "O", "C", "N", "H", "H", "H", "H", "H", "H", "H", "H", "H", "H", "H", "C", "C", "C", "O", "C", "N", "H", "H", "H", "H", "H", "H", "H", "H", "H", "H", "H", "C", "C", "C", "O", "C", "N", "H", "H", "H", "H", "H", "H", "H", "H", "H", "H", "H"], "xyz": [[15.94, 25.32, -4.69], [16.76, 25.09, -5.82], [16.02, 26.29, -4.19], [14.87, 25.46, -4.86], [15.98, 24.60, -3.87], [17.24, 25.92, -5.89], [15.04, 19.16, -6.76], [13.68, 19.31, -6.99], [15.50, 18.23, -7.11], [15.49, 20.04, -7.23], [15.24, 19.13, -5.69], [13.38, 20.00, -6.39], [22.16, 18.75, -8.06], [20.92, 19.65, -7.87], [19.91, 19.00, -6.84], [18.86, 18.26, -7.45], [18.81, 16.84, -7.17], [21.42, 20.97, -7.48], [22.85, 18.79, -7.22], [22.53, 19.11, -9.02], [21.82, 17.77, -8.40], [20.38, 19.78, -8.81], [19.63, 19.89, -6.28], [20.39, 18.48, -6.00], [19.71, 16.24, -7.15], [18.27, 16.40, -8.01], [18.22, 16.70, -6.27], [21.62, 20.92, -6.49], [20.61, 21.58, -7.53], [13.65, 16.78, -12.66], [13.58, 18.33, -12.47], [14.87, 18.99, -11.99], [15.27, 18.40, -10.76], [16.40, 18.98, -10.15], [13.21, 18.97, -13.74], [12.61, 16.47, -12.75], [14.14, 16.23, -11.86], [14.28, 16.51, -13.51], [12.71, 18.51, -11.84], [14.64, 20.03, -11.76], [15.77, 19.01, -12.61], [17.30, 19.00, -10.76], [16.61, 18.30, -9.33], [16.13, 19.92, -9.68], [13.64, 18.54, -14.55], [13.18, 19.97, -13.80], [16.77, 22.76, -8.35], [18.11, 22.18, -8.36], [18.87, 22.27, -9.73], [18.21, 21.73, -10.78], [18.75, 21.92, -12.12], [18.88, 22.80, -7.30], [16.12, 22.17, -9.00], [16.76, 23.80, -8.68], [16.47, 22.91, -7.32], [18.03, 21.11, -8.13], [19.87, 21.86, -9.61], [19.06, 23.34, -9.81], [18.85, 23.00, -12.28], [18.10, 21.61, -12.94], [19.69, 21.43, -12.40], [18.83, 23.80, -7.41], [18.20, 22.57, -6.58], [15.78, 25.88, -12.87], [16.98, 26.66, -13.46], [17.02, 28.07, -12.82], [18.27, 28.81, -12.97], [18.27, 29.88, -12.04], [18.15, 25.90, -13.16], [15.45, 26.09, -11.85], [16.05, 24.83, -12.96], [14.85, 26.12, -13.38], [16.79, 26.81, -14.52], [17.06, 27.85, -11.76], [16.22, 28.78, -13.06], [18.76, 29.44, -11.17], [17.31, 30.27, -11.68], [18.90, 30.75, -12.25], [18.26, 25.79, -12.17], [18.92, 26.47, -13.49]], "total_charge": -1, "homo_energy_ev": [0.6, -6.8], "orbital_gap_ev": [1.88, 9.20], "spin_multiplicity": 2, "lumo_energy_ev": [2.484, 2.443]}


[9]
{"formula": "C12H11Cl3O2Pd", "method": "ωB97M-V/def2-TZVPD", "species": ["C", "C", "C", "H", "C", "C", "H", "H", "H", "H", "Pd", "Cl", "C", "C", "C", "H", "C", "C", "H", "H", "H", "H", "Cl", "C", "Cl", "C", "O", "O", "H"], "xyz": [[-2.26, -1.51, -0.35], [-1.60, -1.67, -1.63], [-1.37, -0.38, -2.20], [-1.27, -2.64, -2.03], [-1.81, 0.59, -1.25], [-2.42, -0.06, -0.15], [-2.79, 0.40, 0.81], [-2.47, -2.30, 0.39], [-0.92, -0.19, -3.14], [-1.69, 1.69, -1.34], [-0.42, -0.67, 0.12], [0.20, -2.57, 1.22], [2.36, -0.42, 0.07], [1.97, 0.81, -0.54], [1.48, 0.52, -1.84], [2.09, 1.80, -0.09], [1.60, -0.88, -2.05], [2.16, -1.48, -0.89], [2.35, -2.52, -0.72], [2.76, -0.55, 1.06], [1.09, 1.26, -2.54], [1.31, -1.43, -2.95], [0.56, 3.66, 2.77], [-0.16, 2.14, 3.33], [-1.92, 2.25, 3.46], [0.20, 1.01, 2.31], [0.90, 0.04, 2.75], [-0.22, 1.22, 1.13], [0.27, 1.88, 4.29]], "total_charge": -2, "homo_energy_ev": [0.3, 0.5], "orbital_gap_ev": [4.50, 4.39], "spin_multiplicity": 3, "lumo_energy_ev": [4.848, 4.846]}


[10]
{"formula": "C18H18FeN4O4Se", "method": "ωB97M-V/def2-TZVPD", "species": ["Fe", "C", "N", "C", "C", "C", "C", "C", "C", "N", "C", "C", "C", "C", "C", "C", "N", "C", "C", "C", "C", "C", "N", "H", "H", "H", "H", "H", "H", "H", "H", "H", "H", "H", "H", "H", "H", "H", "H", "H", "H", "O", "Se", "O", "O", "O"], "xyz": [[1.50, -0.32, 0.00], [-1.87, 0.50, -0.01], [-0.59, 1.20, 0.00], [-0.38, 2.00, 1.20], [-0.05, 1.18, 2.41], [-0.29, 1.63, 3.71], [0.17, 0.88, 4.78], [0.88, -0.28, 4.52], [1.07, -0.66, 3.20], [0.60, 0.04, 2.18], [-0.35, 1.99, -1.21], [-0.03, 1.16, -2.42], [-0.28, 1.62, -3.71], [0.18, 0.87, -4.79], [0.90, -0.28, -4.54], [1.09, -0.67, -3.22], [0.63, 0.02, -2.20], [-1.80, -1.01, -0.01], [-3.00, -1.73, 0.01], [-2.97, -3.11, 0.01], [-1.74, -3.74, 0.00], [-0.60, -2.96, -0.02], [-0.62, -1.63, -0.02], [-2.45, 0.79, -0.89], [-2.46, 0.78, 0.87], [-1.23, 2.67, 1.42], [0.51, 2.61, 1.03], [-0.82, 2.56, 3.87], [-0.01, 1.21, 5.79], [1.27, -0.88, 5.33], [1.62, -1.55, 2.94], [0.55, 2.58, -1.02], [-1.18, 2.68, -1.43], [-0.81, 2.54, -3.88], [0.00, 1.20, -5.80], [1.31, -0.87, -5.35], [1.66, -1.56, -2.97], [-3.94, -1.20, 0.02], [-3.89, -3.67, 0.02], [-1.66, -4.82, 0.00], [0.40, -3.39, -0.03], [3.39, -0.76, 1.17], [3.84, 0.35, 0.04], [3.40, -0.36, -1.36], [2.72, 1.55, 0.23], [5.33, 0.83, 0.12]], "homo_energy_ev": [-8.7, -8.5], "orbital_gap_ev": [8.92, 8.65], "spin_multiplicity": 5, "lumo_energy_ev": [0.224, 0.196]}